[1]
The following is a quantum chemistry calculation of a molecular structure, C4H8O3, from OMol25.

Last column: Löwdin charge in e.
Atoms and positions in Å:
C1 1.7121 0.3754 0.7582  -0.032
C2 0.3892 -0.3728 0.9203  -0.473
O1 -0.2360 -0.1821 2.1626  -0.081
C3 -0.7297 -0.0071 -0.0150  -0.160
O2 -0.2791 0.1671 -1.3443  -0.017
C4 -1.0754 -0.2700 -2.3550  -0.311
O3 -2.0809 -0.9094 -2.2307  0.088
H1 1.5709 1.4501 0.9264  0.086
H2 2.1331 0.2286 -0.2444  0.079
H3 2.4397 0.0112 1.4934  0.084
H4 0.5121 -1.4371 0.6489  0.157
H5 -0.8958 0.6098 1.9034  0.109
H6 -1.2688 1.0103 0.6785  0.194
H7 -1.5357 -0.7441 0.0120  0.127
H8 -0.6557 0.0700 -3.3143  0.149

Results
E_tot: -382.8714 Eh
orbital gap: 11.403 eV
ΔE to the lowest compared entry with this formula, charge and spin: 58.61 kcal/mol

---

[2]
The following is a quantum chemistry calculation of 2 unconnected molecules or ions with the total composition C4H8O3, from OMol25.

Last column: Löwdin charge in e.
Atoms and positions in Å:
C1 -0.2796 -0.0723 0.8320  0.033
C2 0.2410 -1.3740 1.3197  -0.057
C3 0.3120 0.7662 -0.1699  -0.524
C4 1.6729 0.6515 -0.3098  0.113
O1 -0.9279 -0.5037 -1.1043  -0.200
O2 -2.0394 0.2804 -1.6226  -0.124
O3 -0.2960 1.9463 -0.4812  0.033
H1 -1.9981 0.0792 -2.5679  0.093
H2 -1.1274 1.7206 -0.9481  0.085
H3 -1.0277 0.4233 1.4506  0.148
H4 -0.6140 -2.0412 1.4624  0.096
H5 0.9086 -1.8547 0.6095  0.085
H6 0.7373 -1.2639 2.2871  0.101
H7 2.2239 1.4698 -0.7492  0.066
H8 2.2146 -0.2275 -0.0082  0.051

Results
E_tot: -382.6996 Eh
orbital gap (alpha / beta): 7.468 / 7.466 eV
ΔE to the lowest compared entry with this formula, charge and spin: 166.43 kcal/mol

---

[3]
The following is a quantum chemistry calculation of a single C4H8O3 molecule, from OMol25.

Last column: Löwdin charge in e.
Atoms and positions in Å:
O1 -2.4014 0.0441 -0.4366  -0.137
C1 -1.3642 -0.5136 0.5795  -0.052
C2 0.0273 -0.0240 0.1258  -0.401
C3 1.3000 -0.6542 0.6914  -0.184
O2 2.4475 -0.2309 -0.0049  -0.049
C4 0.1281 1.3149 -0.4810  -0.046
O3 0.0719 0.1297 -1.2945  -0.057
H1 -1.8480 -0.0192 -1.2362  0.063
H2 -1.5623 -0.0758 1.5803  0.127
H3 -2.0059 -1.2861 0.0933  0.132
H4 1.4449 -0.3752 1.7418  0.135
H5 1.1762 -1.7450 0.6452  0.129
H6 2.2460 -0.3431 -0.9456  0.094
H7 1.0911 1.8237 -0.5283  0.124
H8 -0.7512 1.9544 -0.5301  0.123

Results
E_tot: -382.7985 Eh
orbital gap: 10.530 eV
SMILES: OCC1(CO)CO1
ΔE to the lowest compared entry with this formula, charge and spin: 104.34 kcal/mol

---

[4]
The following is a quantum chemistry calculation of a single C4H8O3 molecule, from OMol25.

Last column: Löwdin charge in e.
Atoms and positions in Å:
C1 0.5805 -1.5776 -1.9638  -0.099
O1 1.4014 -0.5736 -1.3650  -0.170
C2 1.0377 -0.5703 -0.0150  -0.133
C3 0.1811 0.3796 0.3930  -0.412
O2 0.2373 1.6052 -0.1769  0.097
O3 -0.7542 0.1782 1.3253  -0.036
C4 -1.4233 1.2930 1.9056  -0.051
H1 0.8308 -1.6755 -3.0234  0.087
H2 -0.4916 -1.3483 -1.8512  0.096
H3 0.7589 -2.5360 -1.4568  0.086
H4 1.3085 -1.4324 0.5745  0.120
H5 1.1393 1.5868 -0.5395  0.130
H6 -0.7208 2.1056 2.1019  0.094
H7 -2.2332 1.6514 1.2557  0.098
H8 -1.8524 0.9139 2.8357  0.093

Results
E_tot: -382.8461 Eh
orbital gap: 8.781 eV
SMILES: CO/C=C(\O)OC
ΔE to the lowest compared entry with this formula, charge and spin: 74.53 kcal/mol

---

[5]
The following is a quantum chemistry calculation of 2 unconnected molecules or ions with the total composition C4H8O3, from OMol25.

Last column: Löwdin charge in e.
Atoms and positions in Å:
C1 1.7656 -1.8594 -0.8746  -0.165
O1 1.0780 -0.9538 -0.0921  -0.126
C2 -0.0754 0.1975 1.7348  0.196
C3 -0.0818 0.9026 0.5333  -0.563
O2 0.9812 1.0383 -0.1164  0.041
O3 -1.2857 1.2360 0.0151  -0.044
C4 -1.2369 1.7530 -1.3092  -0.058
H1 2.8569 -1.7676 -0.7622  0.081
H2 1.4915 -1.7722 -1.9386  0.082
H3 1.4767 -2.8755 -0.5531  0.098
H4 -1.0003 -0.1046 2.2144  0.086
H5 0.8718 0.0217 2.2229  0.087
H6 -0.6230 2.6584 -1.3569  0.096
H7 -0.8228 1.0142 -2.0018  0.097
H8 -2.2697 1.9836 -1.5711  0.092

Results
E_tot: -382.7531 Eh
orbital gap (alpha / beta): 8.574 / 8.858 eV
ΔE to the lowest compared entry with this formula, charge and spin: 132.83 kcal/mol

---

[6]
The following is a quantum chemistry calculation of a single C4H8O3 molecule, from OMol25.

Last column: Löwdin charge in e.
Atoms and positions in Å:
C1 1.0779 2.0170 0.4537  -0.065
C2 0.7490 1.0730 -0.6847  -0.211
O1 0.7779 -0.2573 -0.1297  -0.016
C3 -0.2391 -1.0418 -0.5102  -0.473
O2 -0.6791 -1.1094 -1.6335  0.125
C4 -0.8667 -1.7579 0.6651  -0.169
O3 -2.1430 -2.2222 0.3382  -0.038
H1 0.4836 1.7385 1.3298  0.081
H2 2.1350 1.9705 0.7268  0.079
H3 0.8246 3.0454 0.1839  0.080
H4 1.4458 1.1449 -1.5236  0.126
H5 -0.2614 1.2525 -1.0629  0.124
H6 -0.1967 -2.5642 1.0011  0.137
H7 -0.9288 -1.0204 1.4759  0.133
H8 -2.1789 -2.2686 -0.6300  0.087

Results
E_tot: -382.9245 Eh
orbital gap: 11.380 eV
SMILES: CCOC(=O)CO
ΔE to the lowest compared entry with this formula, charge and spin: 25.30 kcal/mol

---

[7]
The following is a quantum chemistry calculation of 2 unconnected molecules or ions with the total composition C4H8O3, from OMol25.

Last column: Löwdin charge in e.
Atoms and positions in Å:
O1 1.3316 1.4713 -0.4762  0.153
C1 0.4992 1.3783 0.3467  -0.182
C2 -0.3589 1.4228 1.3556  -0.186
O2 -0.3651 2.5904 2.1140  -0.032
H1 -1.1208 0.6657 1.4935  0.111
H2 0.2169 2.4576 2.8719  0.093
C3 -0.6989 -0.5717 -1.6890  -0.103
O3 -0.4634 -0.7667 -0.3068  -0.300
C4 0.6139 -1.6194 0.0271  -0.107
H3 -1.5197 0.1484 -1.7638  0.098
H4 -1.0048 -1.4989 -2.1940  0.091
H5 0.1743 -0.1490 -2.2065  0.089
H6 0.4496 -2.6384 -0.3458  0.090
H7 0.6721 -1.6551 1.1208  0.094
H8 1.5740 -1.2355 -0.3475  0.091

Results
E_tot: -382.8405 Eh
orbital gap: 9.260 eV
SMILES: O=C=CO.COC
ΔE to the lowest compared entry with this formula, charge and spin: 77.99 kcal/mol

---

[8]
The following is a quantum chemistry calculation of a single C4H8O3 molecule, from OMol25.

Last column: Löwdin charge in e.
Atoms and positions in Å:
C1 1.3709 -2.0307 -1.1230  -0.112
O1 0.7482 -1.4828 0.0273  -0.199
C2 -0.0087 -0.3282 -0.2962  -0.237
C3 -0.3105 0.4816 0.9797  -0.066
C4 -1.1380 1.7209 0.7068  -0.497
O2 -1.6554 1.8370 -0.4016  0.074
O3 -1.2138 2.6719 1.6571  0.104
H1 0.6176 -2.1949 -1.8895  0.082
H2 2.1332 -1.3350 -1.5080  0.088
H3 1.8460 -2.9978 -0.8397  0.099
H4 0.5550 0.2810 -1.0089  0.124
H5 -0.9814 -0.6233 -0.7615  0.138
H6 -0.8060 -0.1562 1.7148  0.133
H7 0.6593 0.7728 1.3938  0.130
H8 -1.8164 3.3838 1.3489  0.139

Results
E_tot: -382.9260 Eh
orbital gap: 10.679 eV
SMILES: COCCC(=O)O
ΔE to the lowest compared entry with this formula, charge and spin: 24.36 kcal/mol

---

| no. | largest force on an atom (Eh/bohr) | molecular weight (g/mol) |
| --- | --- | --- |
| 1 | 0.075 | 104.105 |
| 2 | 0.070 | 104.105 |
| 3 | 0.079 | 104.105 |
| 4 | 0.014 | 104.105 |
| 5 | 0.051 | 104.105 |
| 6 | 0.010 | 104.105 |
| 7 | 0.020 | 104.105 |
| 8 | 0.051 | 104.105 |